1.
C22H38P2Ru | wB97M-V/def2-TZVPD

Atoms and positions in Å:
H -1.819 3.068 -3.315
H 2.044 -3.052 -3.626
H 1.520 -2.669 -5.288
C 0.333 0.744 -5.233
C 0.689 1.305 0.927
H -2.027 -2.614 -4.136
C -1.042 0.308 7.487
H -1.124 0.840 -1.198
H 2.279 -1.323 -0.572
H 0.841 3.376 -4.951
H 0.873 -1.444 4.344
C -1.207 0.668 6.145
C 1.650 0.686 -0.056
C 1.694 -2.252 -4.287
H 2.202 2.589 -4.108
C -0.244 -0.650 -5.263
H -1.411 2.776 -5.029
C 1.190 0.656 5.841
C -1.575 0.645 -0.218
H 0.800 -0.842 -1.391
C 0.065 -1.689 3.646
H -1.211 -2.512 1.267
H 2.379 0.142 7.593
C 1.174 2.948 -3.998
H 2.455 -1.467 -4.354
C 1.368 0.292 7.186
H 1.752 1.323 -0.949
H -0.710 -3.304 -5.125
H -0.865 -1.678 4.226
C -0.987 -2.955 -4.123
H -1.236 2.064 1.437
H -1.918 0.182 8.132
H -2.198 0.826 5.721
H 0.469 1.904 3.530
C -0.093 0.835 5.303
H -1.292 1.457 3.631
H 1.097 2.143 1.501
C -1.529 2.303 -4.045
H 1.409 0.758 -5.461
H 2.650 0.702 0.413
H 1.102 -2.412 1.030
H 2.066 0.785 5.187
C -0.259 1.137 3.833
H -2.058 -1.374 -0.984
H -0.158 1.380 -5.987
P 0.077 1.534 -3.525
C 0.246 0.126 8.014
Ru -0.047 -0.250 2.260
H -2.532 1.199 -0.205
H 1.136 3.717 -3.221
C 1.328 -0.779 -0.425
H -2.310 1.536 -4.107
C 0.561 -1.533 0.635
P 0.107 -1.551 -3.631
H -2.840 -0.949 0.517
H -0.876 -3.773 -3.408
H 0.224 -2.679 3.208
H -1.330 -0.655 -5.427
C -0.851 -1.592 0.788
C -1.883 -0.858 -0.025
H 0.378 -0.127 9.075
C -0.731 1.265 0.874
H 0.206 -1.235 -6.081

Cartesian forces (eV/Å) of the 3 atoms listed first:
H -0.2 -0.2 -0.2
H 0.2 0.2 -0.2
H -0.2 0.1 0.4

<S²>	6.05
charge	+2
strongest force on any atom	4.25	eV/A
frontier orbital gap (spin up / spin down)	8.9 / 5.0	eV
multiplicity	5
HOMO level (spin up / spin down)	-14.0 / -14.4	eV

2.
C6H8N2 | wB97M-V/def2-TZVPD

Atoms and positions in Å:
N -0.038 -1.268 0.866
C 0.255 0.160 1.172
H 3.059 -0.260 -0.363
H -3.307 0.757 0.140
C 0.994 -0.571 0.046
H 2.667 -1.727 0.595
C -1.271 0.177 0.019
C -2.413 1.011 -0.428
H -2.185 2.074 -0.337
H 2.327 -1.676 -1.137
H 0.666 0.631 2.045
H 0.611 1.512 -0.743
C 0.212 0.576 -0.383
H -2.605 0.800 -1.486
N -1.323 -1.119 0.217
C 2.351 -1.077 -0.222

Cartesian forces (eV/Å) of the 3 atoms listed first:
N 0.8 1.1 -0.1
C 3.2 -1.2 0.5
H 0.1 -0.1 0.0

strongest force on any atom	5.01	eV/A
frontier orbital gap	8.6	eV
multiplicity	1
HOMO level	-7.8	eV

3.
C4H6GaO2 | wB97M-V/def2-TZVPD

Atoms and positions in Å:
H -1.995 1.055 0.481
C 1.198 -1.690 1.181
C -1.716 0.386 -0.353
C -0.063 -0.876 0.957
O 2.133 -1.603 0.162
Ga 1.389 -0.406 -1.118
H -0.739 -0.851 1.836
O -2.761 -0.581 -0.471
H -1.661 0.977 -1.298
H 1.629 -1.371 2.160
H -3.251 -0.351 -1.268
H 0.888 -2.749 1.354
C -0.365 -0.235 -0.190

Cartesian forces (eV/Å) of the 3 atoms listed first:
H 0.4 -0.1 -0.2
C -0.4 -0.1 1.0
C 0.0 1.1 -1.2

<S²>	0.75
strongest force on any atom	1.80	eV/A
frontier orbital gap (spin up / spin down)	8.5 / 8.0	eV
multiplicity	2
HOMO level (spin up / spin down)	-8.2 / -9.6	eV

4.
C2H4 | wB97M-V/def2-TZVPD

Atoms and positions in Å:
H -1.245 -0.866 0.131
C 0.649 -0.019 -0.001
H 1.329 -0.846 -0.109
H 1.232 0.925 0.073
C -0.641 -0.018 -0.037
H -1.323 0.825 -0.058

Cartesian forces (eV/Å) of the 3 atoms listed first:
H -0.2 -1.5 -0.5
C 2.9 1.7 -0.2
H -0.4 -0.7 0.4

strongest force on any atom	3.34	eV/A
frontier orbital gap	11.7	eV
SMILES	C=C
multiplicity	1
HOMO level	-10.2	eV

5.
C6H36O15 | wB97M-V/def2-TZVPD

Atoms and positions in Å:
H -3.845 1.835 2.147
O -1.077 -4.290 -1.933
H -0.732 -0.270 4.487
O 0.895 -0.763 2.815
H 3.043 0.943 -3.027
O 0.694 -3.767 0.000
C 0.862 1.596 -0.682
C -0.401 0.788 -1.111
O -3.165 2.592 -0.075
H -0.634 1.131 -2.118
C 2.423 2.119 1.178
O -0.584 -1.387 -1.973
H -0.469 -2.363 -1.854
H -1.314 -2.225 0.557
O -2.220 -1.926 0.698
H 2.923 1.214 0.802
O 4.300 -0.712 -0.062
H -0.255 4.873 -1.725
H -3.897 2.038 -0.381
C -0.141 -0.667 -0.967
H -0.772 1.204 -4.239
H 2.701 -1.521 -2.600
H 3.927 -1.014 -0.916
H -0.812 -4.465 -1.018
H 1.652 0.910 -0.998
H -1.280 1.144 -0.579
O 0.013 1.545 -4.668
H -2.786 2.819 2.311
H -3.198 3.320 -0.703
H 0.700 -2.805 0.069
H -2.464 -1.254 4.424
H 3.502 -2.663 -2.796
H 1.533 -4.142 -0.286
H 1.727 -0.321 2.621
O -3.513 2.446 2.822
C 1.008 1.922 0.745
H -1.095 2.148 1.468
H -1.154 4.663 -0.525
H 0.333 -0.704 2.032
O -2.546 -1.703 3.576
O -1.142 0.436 4.989
H 2.646 2.235 2.237
H -2.686 -2.646 3.713
H 2.831 3.003 0.682
H -2.023 -4.205 -2.059
O 0.306 -1.189 0.046
H 2.590 0.208 -4.382
H 0.917 2.488 -1.313
H -2.314 -1.710 1.634
H 0.249 1.959 2.699
H 4.003 -1.400 0.544
H -1.922 0.799 4.537
C -0.037 2.043 1.654
H 0.687 0.906 -4.411
O 3.115 -2.210 -2.033
O -0.900 4.254 -1.356
O 2.683 0.154 -3.426

Cartesian forces (eV/Å) of the 3 atoms listed first:
H -0.4 0.0 0.4
O 0.5 0.6 -0.7
H 0.0 0.0 -0.5

<S²>	0.75
charge	+1
strongest force on any atom	2.07	eV/A
frontier orbital gap (spin up / spin down)	9.2 / 5.6	eV
multiplicity	2
HOMO level (spin up / spin down)	-13.6 / -13.6	eV

6.
H2O4S2 | wB97M-V/def2-TZVPD

Atoms and positions in Å:
S -2.954 0.910 0.668
O 1.695 -0.094 -0.708
S -2.424 -0.661 -0.266
O -1.216 -1.292 0.251
H 1.736 1.744 -0.218
O 1.474 -0.713 0.514
H 0.562 -1.079 0.486
O 1.125 1.185 -0.727

Cartesian forces (eV/Å) of the 3 atoms listed first:
S 0.2 -1.0 -0.7
O 0.3 -0.4 -0.7
S 0.0 1.2 0.9

strongest force on any atom	1.50	eV/A
frontier orbital gap	8.2	eV
multiplicity	1
HOMO level	-10.5	eV